One molecule with the formula C20H31N3O3S in a non-equilibrium geometry. Source: the OMol25 dataset; level of theory: ωB97M-V with the def2-TZVPD basis set.

For the highest occupied orbital energy, the calculation gives -8.87 eV. Its SMILES is CCN(CC)S(=O)(=O)N1CCC(C(=O)N[C@H]2CCCc3ccccc32)CC1. Its energy above the lowest of the compared OMol25 structures with the same formula, charge and spin is 27.7 kcal/mol.

```
58
Properties=species:S:1:pos:R:3:mulliken_charge:R:1
N 0.481 2.807 2.791 0.39
C 1.233 2.407 3.966 -0.73
N -0.597 1.841 0.679 0.25
H -0.980 -0.086 1.430 0.16
H -3.305 1.845 0.947 0.42
O 1.450 0.734 1.733 -0.65
O 1.686 2.857 0.527 -0.80
H 0.141 2.246 -1.189 0.54
H -2.504 -3.547 -3.302 0.36
H -2.319 2.435 -1.266 0.50
C 0.874 -2.048 -0.515 -0.57
H 0.163 -1.630 0.182 0.54
C 2.689 2.863 3.941 -1.04
C -1.425 0.918 1.433 -0.54
H -1.258 -2.525 -4.028 0.31
H -1.494 3.942 1.346 0.12
C -0.585 -4.514 -3.588 -0.97
H -1.875 4.107 3.064 0.29
C -1.872 1.442 -1.356 -2.01
H 3.210 2.495 4.821 0.40
C 2.682 -3.190 -2.236 -0.68
O -2.789 -1.823 0.136 -0.69
C -0.484 1.482 -0.724 -0.09
H -1.565 -3.349 -1.113 0.46
C -2.779 0.453 -0.621 0.72
H 2.759 3.948 3.920 0.31
H 1.194 1.317 3.988 0.34
H 0.713 2.799 4.845 0.47
H -3.791 0.510 -1.042 0.30
C 1.324 -3.310 -2.508 1.08
H -1.436 1.281 2.462 0.51
C -1.442 -3.296 -3.275 -0.90
H -1.414 5.533 2.124 0.47
H 1.516 -4.951 -3.856 0.44
C -2.386 -1.031 -0.692 0.06
H 0.489 4.755 3.517 0.51
H 3.392 -3.653 -2.908 0.43
C -1.085 -2.745 -1.894 -0.38
H 0.983 -3.449 -4.606 0.34
C 0.409 -2.712 -1.646 0.03
C 3.135 -2.488 -1.135 -0.76
H 4.196 -2.396 -0.952 0.39
S 0.911 2.017 1.391 1.01
H -1.794 1.219 -2.422 0.56
H -0.919 -4.984 -4.515 0.45
C -2.835 0.865 0.855 -1.33
H 0.025 0.513 -0.829 0.04
H 0.862 4.593 1.786 0.34
C 2.224 -1.920 -0.259 -0.69
H 2.548 -1.370 0.611 0.57
H 3.169 2.466 3.050 0.33
N -1.632 -1.406 -1.743 0.01
H -3.418 0.133 1.413 0.48
C 0.227 4.226 2.599 -0.75
C 0.871 -4.081 -3.717 -1.08
H -0.682 -5.245 -2.783 0.36
H -1.271 -0.715 -2.380 0.47
C -1.239 4.469 2.260 -1.11
```


One molecule with the formula C20H31N5O2 in a non-equilibrium geometry. Source: the OMol25 dataset; level of theory: ωB97M-V with the def2-TZVPD basis set.

For the highest occupied orbital energy, the calculation gives -8.76 eV. Its SMILES is CCn1ccnc1CN(C)C(=O)CCc1nnc(CCC2CCCCC2)o1. Its energy above the lowest of the compared OMol25 structures with the same formula, charge and spin is 27.9 kcal/mol.

```
58
Properties=species:S:1:pos:R:3:mulliken_charge:R:1
H -2.249 -1.549 0.811 0.22
H 4.171 0.179 -2.176 0.41
H 0.127 4.035 -1.415 0.42
H -2.500 -0.928 3.785 0.32
C -3.300 0.957 1.182 -0.93
H 1.533 0.598 0.192 -1.10
H -0.233 -1.381 3.072 0.59
H -3.281 2.039 1.031 0.40
C -0.048 3.291 -0.641 -0.62
H 3.240 -0.792 -3.328 0.38
H 5.130 3.943 -1.763 0.45
C -4.253 0.606 2.321 -0.76
C 0.934 -2.661 -2.997 -0.46
H -2.875 -2.478 3.024 0.32
H -3.656 0.498 0.258 0.39
H -1.247 0.672 0.625 -0.21
N 2.377 3.081 -0.291 0.32
H -0.350 -1.010 -3.508 0.38
C -4.261 -0.901 2.553 -0.73
C 1.106 3.283 0.359 -0.72
C 2.477 0.548 -0.351 0.83
H -5.261 0.954 2.084 0.36
C 3.185 4.090 -0.736 -0.14
C -1.893 -1.058 1.723 1.21
H 0.239 -0.990 1.415 -0.42
N -0.953 -3.712 -1.750 -0.62
H -3.930 1.112 3.234 0.30
C 0.957 -0.334 -2.001 0.64
H -0.153 2.315 -1.106 -0.01
H 3.813 -1.526 -1.813 0.29
C -1.892 0.452 1.477 -0.28
H 3.209 -0.023 0.231 0.50
C 3.424 -0.612 -2.273 -1.15
H 0.687 -3.381 2.063 0.40
H 0.950 2.497 1.101 0.32
C 4.272 3.496 -1.304 -0.82
H -4.631 -1.404 1.656 0.33
C -2.853 -1.399 2.863 -1.03
H 1.313 -0.822 -4.087 0.43
H -4.933 -1.149 3.378 0.39
H -1.495 0.964 2.358 0.24
C -0.473 -1.555 2.021 -0.62
C 3.006 1.920 -0.613 0.18
C -0.357 -3.252 0.239 0.53
H 2.927 5.121 -0.604 0.40
O 0.022 0.145 -1.376 -0.56
C 0.173 -3.085 -1.798 0.61
H 1.993 -2.863 -2.835 0.31
O 0.622 -2.768 -0.562 -0.16
N -1.292 -3.819 -0.446 -0.44
H 0.579 -3.240 -3.849 0.42
N 2.230 -0.172 -1.593 0.38
C -0.289 -3.046 1.702 -0.85
H -0.975 3.530 -0.128 0.28
H 1.155 4.242 0.884 0.40
C 0.700 -1.161 -3.252 -1.38
H -1.069 -3.646 2.168 0.36
N 4.150 2.148 -1.217 -0.69
```


One molecule with the formula C20H31N5O4. Source: the OMol25 dataset; level of theory: ωB97M-V with the def2-TZVPD basis set.

For the highest occupied orbital energy, the calculation gives -9.40 eV. Its SMILES is CN(C[C@@H](O)CNC(=O)c1cnn(CC2CCC2)c1)C(=O)C[C@H]1CCCC(=O)N1. Its energy above the lowest of the compared OMol25 structures with the same formula, charge and spin is 1.2 kcal/mol.

```
60
Properties=species:S:1:pos:R:3:mulliken_charge:R:1
C -1.767 7.442 0.475 -0.86
C 3.137 -4.536 -2.094 0.26
O 3.954 -4.571 -2.996 -0.68
H 0.346 -3.812 -1.577 -0.10
C 1.240 8.930 1.478 -0.57
H 1.779 9.769 1.042 0.32
N 3.398 -3.881 -0.929 -0.14
C -0.265 9.117 1.768 -0.79
H -0.367 0.738 -2.564 0.43
C -0.310 -0.299 2.490 -1.17
H 1.729 -5.592 0.491 0.38
C -0.947 -0.466 -0.878 1.45
C -1.268 0.514 -1.995 -1.34
C 0.745 -4.770 -1.229 -0.17
C -0.501 7.674 1.268 0.41
H 1.510 6.874 0.565 0.38
O 0.172 2.867 -1.628 -0.70
H -2.725 1.758 -1.109 0.23
N -1.802 1.766 -1.506 -0.04
H -0.602 -1.399 -1.343 -0.36
H 1.375 -2.034 -0.805 0.05
H 1.501 -5.215 -3.235 0.36
H -2.645 7.681 1.074 0.31
C 1.227 -1.764 1.352 0.63
H 3.030 -3.717 1.109 0.37
H 0.358 0.384 3.021 0.32
H 0.595 -4.318 0.897 0.43
H -1.977 -1.326 0.534 0.40
C -1.677 4.046 -0.756 0.17
H 1.075 0.171 -0.477 0.27
H -0.572 9.356 2.785 0.33
H -0.516 -1.143 3.142 0.35
C 2.481 -3.611 0.174 -0.03
N -1.942 6.058 0.060 0.99
C -1.014 2.862 -1.330 0.39
O -2.162 -0.706 -0.181 -0.64
H -0.097 -5.464 -1.213 0.32
O 1.461 -2.310 2.419 -0.69
H -1.779 8.086 -0.409 0.30
N 0.295 -0.772 1.249 0.34
H 1.777 8.586 2.361 0.25
C 1.341 -4.624 0.164 -0.91
N -3.168 5.504 0.107 -1.18
H -3.875 3.637 -0.444 0.45
H 0.007 5.492 -0.582 0.55
C 0.134 0.063 0.062 -1.28
C 1.976 -2.167 0.093 -0.62
C -3.016 4.287 -0.381 -0.36
C -1.026 5.223 -0.454 -0.56
H -0.713 9.842 1.085 0.29
H -1.236 0.221 2.254 0.41
C 1.814 -5.269 -2.193 -0.46
H 0.747 8.086 -0.485 0.29
H -0.453 6.969 2.101 0.24
H 2.831 -1.490 -0.007 0.36
H -1.997 0.053 -2.662 0.40
H 2.041 -6.320 -1.989 0.24
H -0.142 1.061 0.400 0.48
C 0.869 7.755 0.549 -0.80
H 4.294 -3.416 -0.924 0.26
```


C20H31N5O5Y as an isolated structure in a non-equilibrium geometry. Source: the OMol25 dataset; level of theory: ωB97M-V with the def2-TZVPD basis set.

For the highest occupied orbital energy, the calculation gives -16.05 eV. The charge is +3.

```
62
Properties=species:S:1:pos:R:3:mulliken_charge:R:1
H 2.865 -1.115 -0.053 0.26
C 0.029 -1.101 4.107 1.58
C 0.243 -1.291 6.474 -0.99
C -1.696 3.161 -1.994 -0.61
H -0.119 4.605 -1.885 0.43
N 0.870 -4.130 8.432 -0.37
H -1.220 2.285 1.218 0.54
H -3.421 -0.289 -0.358 0.34
C 0.688 -3.477 7.505 -0.12
H 0.250 -0.841 7.457 0.48
C 2.177 -1.715 -2.027 -0.66
H -0.114 0.560 5.481 0.31
H -0.094 -3.000 -0.815 0.38
C 2.869 1.771 -1.363 -0.70
O 0.734 -1.499 -1.991 -0.17
H 0.598 -1.503 1.396 0.27
H -1.233 0.636 -4.635 0.25
O 0.629 2.678 -1.549 -0.24
H 1.874 3.077 0.067 0.40
C -0.809 1.374 1.618 -1.28
O -1.927 1.798 -1.513 -0.11
H -2.297 -2.905 -1.777 0.55
C -0.407 3.685 -1.377 -0.67
H 0.204 -2.942 2.982 0.40
C -3.120 1.099 -1.994 -0.62
C 2.868 -0.743 -1.076 -0.67
H -1.648 3.139 -3.084 0.36
N -0.229 0.391 0.823 0.57
H 1.457 0.677 -4.234 0.25
C -0.177 -2.636 -1.838 -0.72
H -1.165 1.454 3.798 0.43
H -3.833 -0.925 -1.960 0.57
H -2.521 3.804 -1.690 0.44
H 0.617 -4.305 4.973 0.46
C 0.458 -3.240 5.072 -1.03
C 0.028 -0.504 5.353 -0.57
N -0.498 0.149 -4.131 -0.30
O -1.794 -0.902 -1.459 -0.09
H -4.010 1.629 -1.656 0.45
H 2.362 3.850 -1.462 0.44
C -3.128 -0.307 -1.405 -0.81
H 3.901 -0.595 -1.387 0.58
C -0.792 0.975 2.911 -0.46
N 0.596 1.078 -3.874 -0.37
H 2.404 -2.740 -1.737 0.59
H -0.525 3.892 -0.313 0.41
C 0.461 -2.657 6.337 0.43
H 0.104 -3.429 -2.529 0.53
C 1.960 2.943 -1.012 -0.70
H 2.501 -1.569 -3.057 0.29
C 0.117 -0.578 1.667 -0.43
C 0.238 -2.460 3.951 -0.34
H -3.099 1.095 -3.084 0.34
O 2.165 0.534 -1.059 -0.22
H 3.770 1.844 -0.753 0.52
N -0.201 -0.272 2.927 0.31
Y -0.066 0.539 -1.445 1.40
H 3.145 1.766 -2.417 0.41
H -1.741 -2.012 -3.212 0.35
H -0.179 -0.566 -4.777 0.29
C -1.587 -2.166 -2.147 -0.66
H 0.467 1.924 -4.421 0.29
```


> Look up the highest occupied orbital energy of the second one.

-8.76 eV


> What is the formula in the third record?

C20H31N5O4


> Number 2 is which compound?

C20H31N5O2


> Number 2 is which compound?

C20H31N5O2